No. 1
Molecular formula: C26H78O26
Method: DFT, ωB97M-V/def2-TZVPD

Each line ends with the Löwdin charge.
Cartesian coordinates (Å):
C 19.4687 -23.1941 -3.8981  -0.232
C 20.0725 -24.3891 -3.1907  -0.221
O 20.9122 -25.1581 -4.0713  -0.067
O 20.4152 -22.1361 -4.0953  -0.070
H 18.5112 -22.8567 -3.4891  0.115
H 19.1768 -23.5179 -4.9076  0.123
H 19.2831 -25.0927 -2.9201  0.124
H 20.6327 -24.0849 -2.3004  0.119
H 21.4260 -24.5833 -4.6452  0.072
H 20.8519 -22.2443 -4.9423  0.082
C 20.7026 -12.7130 -5.6123  -0.239
C 19.8687 -11.7553 -6.3893  -0.272
O 18.8852 -11.0318 -5.6908  -0.044
O 19.9280 -13.7534 -5.0416  -0.087
H 21.2110 -12.2001 -4.7947  0.126
H 21.4639 -13.0912 -6.2996  0.122
H 19.3437 -12.2409 -7.2240  0.117
H 20.5839 -11.1096 -6.9129  0.124
H 18.2090 -11.7181 -5.5694  0.062
H 20.0258 -14.5049 -5.6376  0.055
C 22.5503 -16.6337 -2.4254  -0.214
C 22.0592 -17.8765 -1.7373  -0.246
O 20.6917 -17.7469 -1.3891  -0.071
O 21.8717 -16.3466 -3.6647  -0.081
H 23.6047 -16.7061 -2.6848  0.119
H 22.3730 -15.7476 -1.8058  0.125
H 22.6461 -17.9144 -0.8056  0.121
H 22.2662 -18.7842 -2.3107  0.122
H 20.3013 -18.6296 -1.4345  0.063
H 20.9625 -16.0987 -3.4620  0.044
C 18.6490 -17.5935 -3.7765  -0.218
C 19.3580 -18.9162 -3.8661  -0.193
O 18.9012 -19.7181 -2.7540  -0.090
O 17.3320 -17.7227 -4.3065  -0.061
H 19.1928 -16.8576 -4.3816  0.113
H 18.6555 -17.1741 -2.7698  0.104
H 20.4453 -18.8291 -3.7668  0.107
H 19.1537 -19.4398 -4.7993  0.095
H 19.3575 -20.5705 -2.7712  0.065
H 16.7636 -17.9393 -3.5524  0.060
C 18.8125 -14.2533 -1.5477  -0.241
C 18.5347 -12.8562 -2.0220  -0.253
O 19.7090 -12.2980 -2.5621  -0.055
O 17.7072 -14.7328 -0.7729  -0.065
H 19.7482 -14.3258 -0.9827  0.126
H 18.9300 -14.8932 -2.4426  0.097
H 18.2107 -12.3093 -1.1313  0.128
H 17.6858 -12.8577 -2.7129  0.111
H 19.7806 -12.7329 -3.4289  0.032
H 17.8181 -15.6859 -0.6993  0.025
C 17.0696 -21.2421 -0.2921  -0.279
C 17.4832 -22.3480 0.6306  -0.242
O 16.3628 -22.9337 1.2769  -0.048
O 16.1669 -21.6857 -1.2586  -0.032
H 17.9788 -20.9065 -0.8144  0.104
H 16.6504 -20.3764 0.2344  0.101
H 18.1494 -22.0018 1.4319  0.118
H 18.0849 -23.0660 0.0550  0.119
H 16.4049 -23.8886 1.3295  0.085
H 16.0640 -21.0375 -1.9629  0.080
C 14.8393 -17.7322 -7.0307  -0.245
C 13.3706 -18.0663 -6.8449  -0.272
O 12.6526 -18.2255 -8.0299  -0.033
O 15.5307 -18.8517 -7.5601  -0.056
H 15.1983 -17.4768 -6.0258  0.102
H 14.9443 -16.8017 -7.5990  0.112
H 12.9519 -17.2441 -6.2552  0.107
H 13.4152 -18.8958 -6.1195  0.123
H 13.1831 -18.7877 -8.6083  0.088
H 16.1126 -19.1716 -6.8639  0.036
C 24.8363 -18.2970 -7.5136  -0.255
C 23.5295 -18.5956 -8.1662  -0.207
O 22.4759 -17.8984 -7.4698  -0.095
O 24.7388 -18.6312 -6.1423  -0.047
H 25.2095 -17.2811 -7.6943  0.129
H 25.6457 -18.8394 -8.0421  0.126
H 23.2910 -19.6653 -8.2497  0.128
H 23.5230 -18.2924 -9.2174  0.127
H 22.5677 -18.1052 -6.5294  0.100
H 25.3587 -18.0824 -5.6541  0.096
C 16.6317 -17.5505 0.6368  -0.213
C 15.6691 -17.4743 -0.4955  -0.168
O 16.0697 -18.3556 -1.5928  -0.110
O 17.9769 -17.4043 0.1561  -0.071
H 16.5035 -18.4666 1.2180  0.118
H 16.4078 -16.7211 1.3191  0.135
H 15.6328 -16.4947 -0.9760  0.125
H 14.6688 -17.7929 -0.2100  0.122
H 16.9459 -18.7023 -1.3662  0.057
H 18.5278 -18.0435 0.6149  0.101
C 20.0367 -16.7901 -9.4002  -0.240
C 19.6646 -16.5475 -7.9487  -0.232
O 20.3327 -15.3974 -7.4745  -0.063
O 21.4087 -16.6235 -9.6607  -0.069
H 19.4786 -16.1211 -10.0590  0.122
H 19.7262 -17.7932 -9.7205  0.116
H 20.0388 -17.4112 -7.3785  0.099
H 18.6069 -16.5359 -7.7004  0.115
H 21.2744 -15.5348 -7.6257  0.087
H 21.9337 -17.0038 -8.9288  0.032
C 17.9299 -20.5484 -7.1190  -0.204
C 17.0410 -21.5167 -6.3972  -0.221
O 16.9478 -21.1691 -5.0234  -0.057
O 19.3263 -20.9199 -6.8347  -0.099
H 17.9002 -19.5511 -6.6763  0.100
H 17.8397 -20.5861 -8.2025  0.131
H 17.5059 -22.5133 -6.4002  0.118
H 16.0571 -21.6334 -6.8428  0.129
H 17.7935 -21.1864 -4.5681  0.038
H 19.8553 -20.5345 -7.5403  0.074
C 12.3393 -16.9274 -2.9968  -0.254
C 12.6108 -18.3213 -2.4817  -0.256
O 13.7281 -18.8792 -3.1280  -0.060
O 11.1780 -16.4006 -2.3767  -0.057
H 12.2982 -16.8782 -4.0902  0.106
H 13.2014 -16.2911 -2.7285  0.118
H 11.7117 -18.9252 -2.6344  0.127
H 12.7189 -18.2839 -1.3899  0.113
H 14.5224 -18.4903 -2.7315  0.039
H 11.1721 -15.4524 -2.5294  0.085
C 16.1355 -14.5267 -6.1347  -0.230
C 16.1311 -14.7123 -4.6380  -0.238
O 15.0651 -14.0086 -4.0163  -0.058
O 16.7354 -13.2812 -6.4997  -0.066
H 15.1042 -14.4994 -6.4913  0.127
H 16.7213 -15.3580 -6.5349  0.103
H 17.1018 -14.5098 -4.1836  0.110
H 15.8438 -15.7617 -4.5771  0.093
H 15.2531 -13.0765 -4.1930  0.088
H 16.7904 -13.2396 -7.4584  0.091

Summary:
HOMO energy ... -9.61 eV
HOMO-LUMO gap ... 0.3454 Ha
Relative energy (zero: lowest compared OMol25 entry of this formula, charge and spin) ... 2.098 eV

No. 2
Molecular formula: C5H10O
Method: DFT, ωB97M-V/def2-TZVPD

Each line ends with the Löwdin charge.
Cartesian coordinates (Å):
C 0.1073 -0.2080 -2.4644  -0.074
C -0.5869 0.1507 -1.1657  -0.234
O 0.4018 0.3721 -0.1387  -0.104
C -0.0737 0.6864 1.4245  -0.254
C -1.0612 -0.2824 1.9696  -0.166
C 0.4383 -0.4540 2.0816  -0.146
H -0.6330 -0.3590 -3.2566  0.080
H 0.6802 -1.1346 -2.3569  0.081
H 0.7886 0.5906 -2.7715  0.080
H -1.1428 1.0877 -1.2522  0.128
H -1.2749 -0.6375 -0.8420  0.115
H -0.0295 1.7675 1.5029  0.133
H -1.6745 0.1059 2.7914  0.091
H -1.6333 -0.9441 1.3154  0.071
H 0.9910 -0.4297 3.0144  0.059
H 0.7599 -0.5001 0.3548  0.139

Summary:
HOMO energy ... -7.56 eV
HOMO-LUMO gap ... 0.3136 Ha
Relative energy (zero: lowest compared OMol25 entry of this formula, charge and spin) ... 4.979 eV

No. 3
Molecular formula: C6H13NS
Method: DFT, ωB97M-V/def2-TZVPD

Each line ends with the Löwdin charge.
Cartesian coordinates (Å):
C -0.7803 1.8954 0.4152  -0.043
C -0.2675 0.5198 -0.0335  -0.617
C -1.2861 -0.1924 -0.9338  -0.489
C 0.2159 -0.3703 1.1226  -0.156
C 1.1943 -1.3336 0.4943  -0.159
C 1.7219 -0.5681 -0.7725  -0.186
H -0.0379 2.3969 0.9964  0.066
H -0.9696 2.5156 -0.5085  0.106
H -1.6963 1.8072 0.9709  0.059
H -0.8598 -1.0747 -1.3906  0.071
H -1.5300 0.4531 -1.7697  0.072
H -2.4656 -1.6844 0.5131  -0.156
H -0.5977 -0.8221 1.6212  0.080
H 0.7421 0.3058 1.8202  0.125
H 0.7000 -2.2334 0.1498  0.095
H 1.9946 -1.6469 1.1726  0.105
H 1.6410 -1.1624 -1.7042  0.108
H 2.7638 -0.3435 -0.6665  0.093
H 1.4729 1.4711 -0.4651  0.121
N 0.9329 0.6778 -0.8737  -0.018
S -2.8886 -0.6110 -0.1582  0.722

Summary:
HOMO energy ... -8.90 eV
HOMO-LUMO gap ... 0.3579 Ha
Structure (SMILES) ... C[C@]1(CS)CCCN1
Relative energy (zero: lowest compared OMol25 entry of this formula, charge and spin) ... 0.079 eV

No. 4
Molecular formula: C4H6N2O
Method: DFT, ωB97M-V/def2-TZVPD

Each line ends with the Löwdin charge.
Cartesian coordinates (Å):
C -0.6643 -1.3943 1.7928  -0.066
C -0.0769 -0.5319 0.6645  -0.517
C -0.8140 0.0637 -0.3143  -0.044
N -0.1167 0.8912 -1.2218  0.008
C 1.1817 1.0614 -1.1598  -0.156
O 1.5607 1.8145 -2.2275  -0.002
N 1.1971 -0.5324 0.8846  0.204
H -1.3067 -0.7609 2.4041  0.072
H 0.0909 -1.8549 2.4402  0.074
H -1.2187 -2.1944 1.3001  0.073
H -1.8893 0.0544 -0.3614  0.118
H -0.6515 1.3558 -1.9550  0.147
H 2.5078 1.9874 -2.1996  0.090

Summary:
HOMO energy (alpha / beta) ... -8.03 / -7.69 eV
HOMO-LUMO gap (alpha / beta) ... 0.3205 / 0.2469 Ha
Relative energy (zero: lowest compared OMol25 entry of this formula, charge and spin) ... 5.563 eV

No. 5
Molecular formula: C44H60F4O15
Method: DFT, ωB97M-V/def2-TZVPD

Each line ends with the Löwdin charge.
Cartesian coordinates (Å):
C -4.3167 1.2347 6.0165  -0.056
C -3.8836 -0.2354 5.9201  -0.206
O -2.7862 -0.6041 5.0885  0.023
C -1.5168 -0.3342 5.4074  -0.618
O -1.0957 0.3698 6.3370  0.091
O -0.8609 -0.7822 4.4270  0.019
C 0.5473 -0.7096 4.3018  -0.012
H -5.1159 1.3574 6.7475  0.079
H -4.6631 1.4593 5.0077  0.078
H -3.5014 1.8856 6.3322  0.065
H -4.7515 -0.6201 5.3845  0.111
H -3.6956 -0.7461 6.8646  0.128
H 1.1166 -1.4946 3.8041  0.100
H 0.9471 -0.4962 5.2931  0.096
H 0.7116 0.2129 3.7449  0.092
C 6.2025 -6.5777 0.2967  -0.032
C 4.7250 -6.7185 -0.1616  -0.220
O 4.3754 -5.5890 -0.8866  -0.023
C 3.2881 -5.4336 -1.6407  -0.510
O 2.3869 -6.2575 -1.7120  0.118
O 3.3907 -4.2621 -2.3796  -0.027
C 4.3247 -3.2444 -2.0811  -0.066
H 6.3902 -7.4109 0.9738  0.077
H 6.2812 -5.6298 0.8291  0.077
H 6.8338 -6.5596 -0.5917  0.078
H 3.9747 -6.7140 0.6290  0.128
H 4.4111 -7.5445 -0.7999  0.127
H 4.2449 -2.9718 -1.0288  0.090
H 4.1462 -2.3023 -2.5994  0.083
H 5.3100 -3.6728 -2.2650  0.097
C -2.9502 -0.2976 -3.2282  -0.057
C -1.6186 -0.7424 -2.6211  -0.188
O -1.5034 -2.1763 -2.7043  0.040
C -0.4755 -2.8023 -3.2492  -0.579
O 0.5500 -2.2650 -3.6743  0.089
O -0.7671 -4.1036 -3.3375  0.003
C 0.1579 -4.9929 -3.9489  -0.039
H -3.1551 -0.8767 -4.1286  0.081
H -2.9572 0.6932 -3.6824  0.071
H -3.8112 -0.3147 -2.5599  0.071
H -1.6381 -0.3707 -1.5966  0.100
H -0.8361 -0.1520 -3.0979  0.124
H 0.4256 -4.9598 -5.0050  0.103
H -0.3203 -5.9601 -3.7944  0.094
H 1.0108 -5.0769 -3.2754  0.064
C -4.9484 4.9210 -5.5586  -0.062
C -5.2951 4.1235 -4.3184  -0.253
O -4.2813 4.1501 -3.3676  0.048
C -4.3407 3.3867 -2.2834  -0.568
O -5.1685 2.5071 -2.0327  0.086
O -3.2890 3.5687 -1.4928  0.003
C -3.0277 2.6551 -0.4381  -0.032
H -3.9829 4.6572 -5.9903  0.082
H -4.8612 5.9533 -5.2196  0.077
H -5.7925 4.8261 -6.2417  0.083
H -5.3913 3.0847 -4.6341  0.125
H -6.2599 4.4590 -3.9380  0.133
H -1.9506 2.5634 -0.2979  0.079
H -3.5842 1.7217 -0.5224  0.088
H -3.3910 3.1595 0.4572  0.099
C -4.2485 -1.3613 0.9232  -0.026
C -4.4929 -2.4075 2.1007  -0.180
O -5.6477 -3.1691 1.8354  0.032
C -6.2280 -3.9767 2.6805  -0.686
O -5.8200 -4.0548 3.8008  0.135
O -7.0486 -4.7247 2.0525  0.043
C -7.6988 -5.7849 2.7274  -0.028
H -3.4741 -0.6913 1.2968  0.046
H -5.1755 -0.8138 0.7530  0.078
H -3.9550 -1.8971 0.0205  0.073
H -4.6473 -1.8532 3.0265  0.107
H -3.6807 -3.1061 2.3015  0.123
H -8.4896 -5.4399 3.3935  0.099
H -6.9728 -6.3964 3.2632  0.100
H -8.2009 -6.4157 1.9938  0.094
F 3.1185 2.8283 -0.1793  0.060
C 3.7503 3.9475 -0.5602  -0.341
C 4.7946 4.5320 0.1488  -0.005
C 5.4037 5.7389 -0.2550  -0.080
C 4.9174 6.3595 -1.3707  -0.106
C 3.9167 5.7418 -2.1131  -0.040
C 3.3035 4.5442 -1.6471  -0.036
H 5.2149 4.0547 1.0217  0.111
H 6.2131 6.1689 0.3164  0.106
H 5.3421 7.3293 -1.5838  0.104
H 3.4566 6.2925 -2.9202  0.103
H 2.4858 4.0216 -2.1210  0.121
F 4.9367 3.1096 -5.1941  0.037
C 5.3052 2.0620 -4.3721  -0.255
C 4.4896 1.5800 -3.4136  -0.005
C 4.9109 0.4829 -2.5738  -0.075
C 6.1680 -0.0347 -2.6893  -0.105
C 6.9844 0.3939 -3.7684  -0.067
C 6.5215 1.3876 -4.6036  -0.016
H 3.5595 2.0435 -3.1193  0.098
H 4.2328 0.1201 -1.8155  0.085
H 6.5175 -0.8220 -2.0378  0.099
H 7.9266 -0.1331 -3.7375  0.103
H 7.0887 1.7917 -5.4290  0.113
F -1.8698 3.3154 3.2501  0.065
C -0.6120 3.6116 3.5414  -0.268
C 0.3041 3.8090 2.4928  -0.003
C 1.5513 4.2814 2.8736  -0.104
C 1.8932 4.3612 4.1726  -0.124
C 1.0672 4.0389 5.2554  -0.064
C -0.2440 3.7425 4.9262  -0.001
H -0.0462 3.6836 1.4790  0.102
H 2.3219 4.5527 2.1672  0.096
H 2.8723 4.7717 4.3711  0.100
H 1.3865 4.1809 6.2773  0.106
H -0.9671 3.5557 5.7064  0.107
F -1.5357 0.6499 1.6112  0.081
C -0.6300 -0.1314 1.0854  -0.261
C -0.6516 -1.5935 1.0577  -0.021
C 0.2091 -2.2689 0.2767  -0.076
C 1.2608 -1.5510 -0.3283  -0.084
C 1.3098 -0.1930 -0.4059  -0.097
C 0.4456 0.5126 0.3682  -0.020
H -1.3991 -2.1258 1.6272  0.104
H 0.2669 -3.3460 0.2232  0.118
H 1.9785 -2.1721 -0.8437  0.084
H 1.9367 0.3288 -1.1138  0.099
H 0.4054 1.5897 0.3002  0.091

Summary:
HOMO energy ... -8.93 eV
HOMO-LUMO gap ... 0.3462 Ha
Structure (SMILES) ... CCOC(=O)OC.CCOC(=O)OC.CCOC(=O)OC.CCOC(=O)OC.CCOC(=O)OC.Fc1ccccc1.Fc1ccccc1.Fc1ccccc1.Fc1ccccc1
Relative energy (zero: lowest compared OMol25 entry of this formula, charge and spin) ... 1.359 eV

No. 6
Molecular formula: C4H4CrO3
Method: DFT, ωB97M-V/def2-TZVPD

Each line ends with the Löwdin charge.
Cartesian coordinates (Å):
O -1.0077 -0.6643 1.7309  -0.047
C 0.0068 -1.2443 1.1555  -0.661
O -0.4887 -1.3048 -0.1642  -0.169
O 1.1838 -1.1483 1.3805  0.225
Cr -2.2968 -1.5725 0.5761  1.401
C 0.1714 0.9784 -0.8437  0.272
C 0.4328 1.9869 -0.0413  0.251
C 0.2906 -0.4214 -1.2190  0.044
H 0.4720 1.8375 1.0456  0.172
H 0.1217 3.0054 -0.2904  0.156
H -0.1983 -0.6423 -2.1753  0.177
H 1.3125 -0.8103 -1.1545  0.179

Summary:
Spin multiplicity ... 5
Expectation value of S² ... 6.03
Charge ... +2
HOMO energy (alpha / beta) ... -19.76 / -19.83 eV
HOMO-LUMO gap (alpha / beta) ... 0.2756 / 0.2783 Ha